[1]
The following is a quantum chemistry calculation of a cluster of 3 separate species, C11H14F9IN4OP in total, from the Open Molecules 2025 dataset.

Properties
Total charge: +1

Bonds (Å) are listed after each position.
Positions of all 41 atoms, in Å:
1 N 5.74 0.04 0.65  C2 1.485, H19 1.033, H20 1.031
2 C 5.94 1.50 0.52  N1 1.485, P3 1.898, H21 1.133, H22 1.136
3 P 4.38 2.40 -0.08  C2 1.898, O4 1.673, I5 2.429, C6 1.896
4 O 4.86 3.96 -0.41  P3 1.673, H23 0.986
5 I 3.56 1.43 -2.15  P3 2.429
6 C 3.15 2.35 1.37  P3 1.896, F7 1.387, F8 1.408, C9 1.593
7 F 3.44 1.29 2.21  C6 1.387
8 F 3.42 3.50 2.13  C6 1.408
9 C 1.62 2.44 0.96  C6 1.593, F10 1.387, F11 1.401, C12 1.608
10 F 1.39 3.25 -0.14  C9 1.387
11 F 0.98 3.07 2.04  C9 1.401
12 C 0.90 1.00 0.85  C9 1.608, F13 1.385, F14 1.404, C15 1.587
13 F 1.73 0.01 0.36  C12 1.385
14 F 0.61 0.64 2.17  C12 1.404
15 C -0.50 1.05 0.10  C12 1.587, F16 1.393, F17 1.376, F18 1.369
16 F -0.99 -0.26 0.13  C15 1.393
17 F -1.33 1.86 0.84  C15 1.376
18 F -0.43 1.39 -1.23  C15 1.369
19 H 6.56 -0.32 1.15  N1 1.033
20 H 5.82 -0.36 -0.29  N1 1.031
21 H 6.78 1.77 -0.19  C2 1.133
22 H 6.12 1.89 1.58  C2 1.136
23 H 5.66 3.87 -0.98  O4 0.986
24 C -3.31 -1.25 -2.17  C25 1.489, H27 1.092, H28 1.092, H29 1.091
25 C -3.37 -1.79 -3.55  C24 1.489, N26 1.192
26 N -3.41 -2.24 -4.65  C25 1.192, N38 1.747
27 H -4.17 -0.60 -1.99  C24 1.092
28 H -3.34 -2.07 -1.44  C24 1.092
29 H -2.39 -0.68 -2.03  C24 1.091
30 C -1.50 0.02 4.70  C31 1.487, H33 1.090, H34 1.090, H35 1.090
31 C -2.17 -1.05 5.48  C30 1.487, N32 1.152
32 N -2.69 -1.88 6.09  C31 1.152
33 H -1.03 -0.41 3.81  C30 1.090
34 H -2.23 0.77 4.39  C30 1.090
35 H -0.73 0.49 5.30  C30 1.090
36 C -6.90 -4.82 -4.15  C37 1.489, H39 1.090, H40 1.091, H41 1.090
37 C -5.76 -3.91 -4.46  C36 1.489, N38 1.163
38 N -4.87 -3.20 -4.70  N26 1.747, C37 1.163
39 H -7.25 -5.29 -5.07  C36 1.090
40 H -6.57 -5.60 -3.46  C36 1.091
41 H -7.71 -4.26 -3.70  C36 1.090

***

[2]
The following is a quantum chemistry calculation of an isolated molecule of C6H9N, from the Open Molecules 2025 dataset.

Properties
Energy above the lowest of the compared OMol25 structures with the same formula, charge and spin (kcal per mole): 115.2
Total charge: 0

Bonds (Å) are listed after each position.
Positions of all 16 atoms, in Å:
1 C 1.61 -0.67 0.96  C2 1.500, H8 1.096, H9 1.095, H10 1.097
2 C 0.47 -0.23 0.08  C1 1.500, C3 1.501, C4 1.505, C7 1.544
3 C 0.62 0.67 -1.10  C2 1.501, C4 1.492, H11 1.087, H12 1.089
4 C -0.28 1.07 0.02  C2 1.505, C3 1.492, C5 1.543, H13 1.090
5 C -1.70 0.48 -0.21  C4 1.543, N6 1.659, C7 1.812, H14 1.098, H15 1.070
6 N -1.63 -0.96 -1.02  C5 1.659, C7 1.288
7 C -0.81 -1.09 -0.04  C2 1.544, C5 1.812, N6 1.288, H16 1.103
8 H 1.26 -0.93 1.97  C1 1.096
9 H 2.36 0.12 1.06  C1 1.095
10 H 2.10 -1.55 0.53  C1 1.097
11 H 1.56 1.22 -1.17  C3 1.087
12 H 0.16 0.39 -2.05  C3 1.089
13 H -0.11 1.96 0.62  C4 1.090
14 H -2.38 0.52 0.65  C5 1.098
15 H -2.19 0.76 -1.12  C5 1.070
16 H -1.05 -1.75 0.82  C7 1.103

***

| no. | LUMO energy (eV) | strongest force on any atom (eV Å⁻¹) |
| --- | --- | --- |
| 1 | -5.488 | 8.87 |
| 2 | 0.962 | 1.52 |